1.
ORCA calculation (the ωB97M-V functional and the def2-TZVPD basis) on C40H26CrF11O6S4Sb as an isolated structure.

Values from the calculation:
E	-5967.44058	a.u.
Kohn-Sham gap (alpha / beta)	5.989 / 7.694	eV
relative energy (zero: lowest compared OMol25 entry of this formula, charge and spin)	0.000	eV
spin multiplicity	3

```
89
Properties=species:S:1:pos:R:3:lowdin_spin:R:1
Sb 6.451 -2.743 -0.615 0.000
Cr 4.363 0.525 -1.268 2.178
S 4.642 -1.450 0.963 0.003
S 1.242 0.392 -1.044 0.003
S 0.753 -0.368 2.431 0.000
S 3.613 2.678 -1.784 -0.173
F -0.127 5.320 1.938 -0.001
F 3.432 2.353 1.330 0.000
F 6.083 -3.900 -2.030 0.000
F 8.305 -2.769 -0.489 0.000
F 6.281 -4.148 0.609 0.000
F 1.678 3.554 2.944 0.001
F 1.641 4.680 -2.351 -0.005
F 4.612 0.432 -2.964 0.014
F 5.868 1.125 -0.713 0.003
F 6.465 -1.310 -1.831 0.002
F -0.108 5.894 -0.722 0.000
O 2.564 -0.210 -1.554 -0.006
O 4.092 -0.106 0.643 0.012
O 6.185 -1.400 0.903 0.000
O 4.170 -2.005 2.170 -0.003
O 1.402 -1.121 1.333 0.000
O 4.436 -2.297 -0.315 0.004
C -4.376 2.824 -0.764 0.000
C -1.467 -3.266 -0.918 0.000
C -2.963 -2.153 0.659 0.000
C -1.938 2.577 2.026 0.000
C -0.229 2.332 -2.229 0.001
C 0.602 1.250 -2.463 0.001
C -3.683 3.131 0.370 0.000
C -1.303 0.238 0.590 0.000
C -0.948 1.747 2.460 0.000
C -3.403 -4.417 -0.041 0.000
C -1.095 -3.784 3.502 0.000
C 0.905 0.833 -3.751 0.001
C -3.741 -3.272 0.715 0.000
C -2.294 -4.413 -0.835 0.000
C -2.609 -4.471 5.389 0.000
C -0.245 -1.562 3.323 0.000
C 0.768 5.022 -0.221 0.001
C -0.876 -1.208 4.504 0.000
C -0.636 0.572 1.742 0.000
C -1.768 -3.449 4.675 0.000
C -1.072 3.358 -5.781 0.000
C -1.805 -2.119 -0.161 0.000
C -0.303 -3.253 -1.724 0.000
C -3.106 0.791 -1.036 0.000
C 1.661 3.819 1.636 0.001
C -2.669 2.267 0.854 0.000
C -0.332 -2.850 2.822 0.000
C 0.496 -2.152 -1.782 0.000
C -2.364 1.085 0.137 0.000
C -0.962 -0.973 -0.219 0.000
C -0.506 2.602 -4.612 0.000
C -0.789 2.997 -3.310 0.000
C 0.143 -1.018 -1.029 -0.001
C -4.086 1.636 -1.470 0.000
C 0.348 1.516 -4.815 0.000
C -1.643 -2.152 5.168 0.000
C 2.583 3.440 -0.577 -0.015
C 0.751 4.726 1.131 -0.004
C 2.567 3.201 0.791 -0.006
C 1.671 4.386 -1.049 -0.009
H -2.880 -0.107 -1.596 0.000
H -1.165 -4.795 3.117 0.000
H -2.139 -1.883 6.093 0.000
H -5.151 3.488 -1.125 0.000
H -0.770 -0.208 4.908 0.000
H -0.044 -4.144 -2.283 0.000
H -4.028 -5.299 0.015 0.000
H -2.027 -5.289 -1.414 0.000
H -2.868 -4.139 6.394 0.000
H -2.084 -5.423 5.469 0.000
H 0.584 1.208 -5.827 0.000
H -1.443 3.842 -3.133 0.000
H -3.539 -4.654 4.847 0.000
H -2.043 3.790 -5.539 0.000
H -4.618 -3.288 1.348 0.000
H -0.369 1.997 3.341 0.000
H -3.216 -1.284 1.252 0.000
H 1.586 0.008 -3.912 0.000
H -0.407 4.177 -6.060 0.000
H -3.898 4.038 0.922 0.000
H 0.212 -3.107 1.922 0.000
H -0.438 2.657 -1.217 0.000
H -4.640 1.399 -2.369 0.000
H 1.411 -2.150 -2.358 0.000
H -1.187 2.714 -6.652 0.000
H -2.165 3.490 2.563 0.000
```

=====

2.
ORCA calculation (the ωB97M-V functional and the def2-TZVPD basis) on a 7-piece molecular cluster, C40H27BrN3O13 overall.

Values from the calculation:
E	-5256.29965	a.u.
Kohn-Sham gap	7.078	eV
net charge	+1
spin multiplicity	1

```
84
Properties=species:S:1:pos:R:3:mulliken_charge:R:1
Br -1.890 -0.324 5.704 0.033
O -0.543 1.539 -5.746 -0.572
O -4.122 -1.416 -3.342 -0.508
O 4.924 -2.060 3.853 -0.647
O 0.008 1.789 7.677 -0.545
O 3.552 -1.931 -1.735 -0.468
O 1.031 8.951 -4.392 -0.538
O -0.222 -0.210 12.571 -0.496
O -1.172 -3.536 -3.530 -0.477
O -0.427 -3.046 4.780 -0.341
O -1.600 6.230 -8.094 -0.547
O -3.022 -5.135 0.256 -0.598
O 5.709 -4.389 -0.838 -0.519
O -5.652 2.835 -6.275 -0.531
N 0.358 -1.930 5.021 0.360
N -1.153 -2.851 2.430 -0.343
N 2.055 -0.673 5.135 0.047
C -3.239 -1.926 -1.230 -0.208
C -0.423 -0.079 9.036 0.174
C 5.535 -3.854 0.230 0.400
C 5.231 -1.794 1.531 -0.232
C 0.976 0.096 5.504 -0.220
C -1.516 8.144 -6.726 -0.394
C 0.430 8.332 -5.242 0.346
C -4.232 -3.693 -2.754 -0.400
C -3.418 3.302 -6.855 -0.453
C 0.183 1.678 11.220 -0.403
C -0.175 0.254 11.458 0.230
C -2.135 2.974 -6.724 -0.380
C 0.228 -3.161 -1.675 -0.118
C -0.058 1.339 8.808 0.715
C 0.951 7.043 -5.767 -0.374
C 0.290 6.359 -6.697 -0.242
C 2.160 -2.300 -3.607 -0.400
C -0.855 8.828 -5.797 -0.364
C -2.778 1.072 -5.173 -0.275
C -2.956 -2.861 -0.331 -0.284
C -0.127 -0.695 5.413 -0.301
C 0.239 2.179 9.988 -0.432
C 2.474 -2.294 -2.157 0.249
C -3.296 -4.288 -0.570 0.622
C -3.890 -2.271 -2.515 0.227
C -0.996 6.855 -7.249 0.507
C 5.232 -4.066 2.660 -0.321
C -0.844 -2.996 3.524 0.438
C -4.484 2.538 -6.156 0.263
C 5.421 -2.375 0.349 -0.349
C 5.117 -2.594 2.770 0.468
C 5.426 -4.653 1.482 -0.487
C -3.962 -4.631 -1.850 -0.447
C 1.413 -2.758 -1.228 -0.516
C -4.061 1.396 -5.304 -0.306
C 1.679 -1.908 4.851 -0.214
C -1.715 1.835 -5.871 0.317
C -0.089 -3.164 -3.127 0.377
C 0.974 -2.705 -4.057 -0.500
C -0.475 -0.586 10.264 -0.561
H -4.847 0.847 -4.801 0.480
H 5.498 -1.813 -0.573 0.344
H -2.454 0.243 -4.557 0.464
H -0.551 -3.509 -1.011 0.395
H 5.145 -0.721 1.642 0.439
H -1.347 3.519 -7.227 0.479
H 2.946 -1.958 -4.268 0.454
H 1.016 1.129 5.807 0.642
H 5.514 -5.727 1.373 0.444
H -2.995 -0.880 -1.084 0.456
H -3.742 4.131 -7.472 0.491
H 5.152 -4.627 3.583 0.466
H 1.665 -2.750 -0.175 0.551
H -4.704 -3.915 -3.702 0.467
H -1.215 9.769 -5.400 0.404
H 1.890 6.702 -5.350 0.409
H -2.455 8.484 -7.144 0.423
H -2.453 -2.636 0.597 0.396
H -0.738 -1.618 10.461 0.436
H -0.645 -0.669 8.154 0.023
H 0.724 -2.717 -5.111 0.433
H 0.651 5.418 -7.093 0.386
H 0.502 3.210 9.789 0.433
H 3.021 -0.367 5.082 0.256
H -4.196 -5.676 -2.005 0.433
H 2.296 -2.734 4.538 0.514
H 0.396 2.270 12.100 0.424
```

=====

3.
ORCA calculation (the ωB97M-V functional and the def2-TZVPD basis) on C40H28AlBrN2O2P2S2 as an isolated structure.

Values from the calculation:
E	-6096.79120	a.u.
Kohn-Sham gap	8.483	eV
relative energy (zero: lowest compared OMol25 entry of this formula, charge and spin)	0.840	eV
spin multiplicity	1

```
78
Properties=species:S:1:pos:R:3:mulliken_charge:R:1
Br 2.920 2.941 1.629 -0.060
S 2.914 -2.278 0.110 -0.449
S 1.568 -0.477 2.555 -0.348
P -0.500 -0.138 -0.796 0.753
P -2.598 -1.282 1.047 0.525
Al 1.642 -0.455 0.331 0.626
O 3.212 1.263 -2.430 -0.632
O 2.254 0.957 -0.436 0.402
N 6.973 0.470 5.349 -0.499
N 8.594 -1.924 2.449 -0.501
C 2.255 3.923 -2.370 -0.757
C 3.873 -1.627 1.461 0.555
C -1.342 -5.627 2.033 -0.485
C 2.287 5.193 0.084 -0.562
C -6.596 -0.830 1.638 -0.612
C 4.140 -0.331 3.486 -0.844
C -5.212 -0.809 1.765 -0.548
C 6.056 -1.385 2.486 0.595
C -2.166 -3.029 1.417 0.362
C 6.326 -0.010 4.529 -0.302
C -2.657 3.335 -0.816 -0.882
C -7.178 -1.389 0.509 -0.436
C 2.006 5.283 -2.302 -0.739
C 0.986 -0.409 -5.141 -0.572
C -6.376 -1.935 -0.487 -0.720
C -2.691 -5.336 1.893 -0.697
C -2.048 4.075 0.190 -0.615
C 5.242 -1.886 1.485 -0.915
C -0.398 -4.620 1.873 -0.951
C -0.986 3.538 0.904 -0.618
C -4.399 -1.360 0.774 0.262
C -3.104 -4.044 1.586 -0.435
C -0.523 2.266 0.608 -0.163
C -0.810 -3.329 1.580 -0.142
C 0.055 -0.166 -2.529 0.522
C 3.308 -0.846 2.490 0.244
C -2.192 2.065 -1.120 -0.589
C 2.018 5.918 -1.067 -0.532
C 1.225 -1.425 -4.227 -0.802
C 7.471 -1.681 2.473 -0.295
C 5.501 -0.590 3.495 0.670
C -1.985 -1.191 -0.732 -1.362
C 2.695 1.696 -1.430 0.253
C 0.764 -1.303 -2.926 -0.642
C 0.294 0.728 -4.751 -0.642
C 2.524 3.830 0.004 0.233
C -1.110 1.527 -0.420 0.656
C 2.503 3.172 -1.220 0.816
C -0.171 0.854 -3.449 -0.327
C -4.995 -1.922 -0.353 0.097
H -8.255 -1.401 0.401 0.386
H -3.429 -6.118 2.021 0.393
H 0.657 -4.832 1.994 0.456
H 0.125 1.529 -5.458 0.438
H 1.352 -0.497 -6.156 0.380
H 2.266 3.401 -3.320 0.497
H 2.316 5.683 1.048 0.463
H 0.298 1.858 1.184 0.040
H 0.969 -2.096 -2.212 0.332
H 3.709 0.282 4.267 0.540
H -2.406 5.071 0.420 0.425
H -2.683 1.495 -1.902 0.381
H -7.218 -0.403 2.415 0.406
H -2.727 -0.721 -1.376 0.883
H 1.813 5.845 -3.207 0.408
H -4.382 -2.368 -1.129 0.394
H 1.827 6.981 -0.993 0.406
H -1.027 -6.635 2.276 0.376
H -0.514 4.108 1.695 0.468
H -1.744 -2.180 -1.117 0.923
H -0.677 1.762 -3.147 0.465
H -3.497 3.745 -1.362 0.448
H -4.752 -0.360 2.640 0.388
H 5.679 -2.491 0.701 0.514
H -6.828 -2.374 -1.368 0.399
H -4.160 -3.830 1.475 0.337
H -0.064 -2.548 1.501 0.116
H 1.784 -2.304 -4.521 0.441
```

=====

> Among the records above, which one has the highest spin multiplicity?

C40H26CrF11O6S4Sb

=====

> Which of these has the lowest E?

C40H28AlBrN2O2P2S2